[1]
DFT (wB97M-V/def2-TZVPD) results for a gas-phase ion, C12H21N4OS (charge +1).

Geometry as XYZ:
```
39
Properties=species:S:1:pos:R:3:forces:R:3
S 0.866 0.766 -0.519 -0.02 -0.25 -0.23
O 3.237 -3.116 -1.311 -0.06 0.08 0.09
N -1.127 -1.517 -1.701 0.22 0.23 -0.03
N -1.820 0.747 -1.967 0.18 -0.21 0.06
N 1.323 -1.651 0.096 -0.44 -0.02 -0.24
N -3.440 -0.830 -1.243 0.39 0.39 0.16
C 1.626 -0.735 -0.764 -0.45 0.53 -0.17
C 0.434 3.532 1.276 -0.19 -0.28 -0.22
C 3.585 -2.000 -1.594 -0.07 -0.32 -0.19
C 0.448 -1.208 1.183 0.53 -0.13 1.60
C 2.058 -0.910 3.306 0.33 -0.05 -0.38
C 1.331 -1.057 2.366 -0.22 0.23 -0.06
C -0.764 2.573 1.367 0.39 -0.14 0.50
C -0.289 0.100 0.775 -0.03 0.12 -0.09
C 2.565 -0.906 -1.914 0.80 0.06 0.71
C -1.741 -0.185 0.302 0.57 -0.29 -0.37
C -0.388 1.154 1.892 -0.18 0.48 -0.48
C -2.008 -0.464 -1.179 -1.09 -0.40 -0.39
H -1.445 2.991 2.108 -0.20 0.03 -0.19
H 0.089 4.564 1.251 0.03 0.02 0.00
H 1.707 -2.590 0.053 0.04 0.01 -0.10
H -0.265 -1.983 1.471 -0.10 -0.07 -0.50
H -1.408 0.531 -2.866 0.00 0.11 -0.01
H 0.542 1.248 2.446 -0.03 -0.24 0.10
H -1.304 -1.613 -2.697 0.00 0.00 -0.01
H -2.714 1.197 -2.123 0.04 0.09 0.08
H -1.193 0.832 2.554 0.20 -0.19 0.20
H -2.395 0.641 0.563 0.05 0.05 0.05
H -1.284 2.509 0.409 -0.11 0.09 0.03
H -3.603 -1.769 -0.902 -0.12 0.01 -0.02
H -1.412 -2.409 -1.309 0.06 0.03 0.11
H 1.022 3.362 0.373 0.09 0.06 0.04
H 3.097 0.039 -2.044 -0.16 0.03 -0.21
H 2.830 -0.765 4.027 -0.22 -0.05 0.21
H -2.079 -1.053 0.875 -0.09 0.06 0.08
H -3.786 -0.743 -2.190 -0.01 -0.20 -0.04
H 4.655 -1.736 -1.596 -0.05 0.12 -0.15
H 1.090 3.401 2.136 0.01 0.11 0.03
H 2.008 -1.133 -2.822 -0.08 -0.11 0.01
```
Forces are in eV/Å.

Summary:
Electronic energy in hartree: -1162.0057
Kohn-Sham gap in eV: 9.036
Charge: +1

In elementary charge units, the natural (NBO) charges are: 0.465 -0.504 -0.878 -0.858 -0.492 -0.860 0.257 -0.607 0.449 -0.135 -0.147 -0.069 -0.417 -0.081 -0.589 -0.441 -0.427 0.409 0.226 0.229 0.465 0.256 0.369 0.237 0.370 0.387 0.229 0.251 0.211 0.363 0.366 0.200 0.262 0.259 0.218 0.370 0.154 0.208 0.296

***

[2]
DFT (wB97M-V/def2-TZVPD) results for a molecular structure, C7H23O8Pd.

Geometry as XYZ:
```
39
Properties=species:S:1:pos:R:3:forces:R:3
Pd 1.991 -2.029 -1.733 -0.15 0.53 0.64
O 1.233 1.678 -2.619 0.00 0.37 0.63
O 3.005 0.177 2.150 0.10 0.06 -0.25
O -1.045 0.431 -1.701 0.62 0.47 -0.08
O 0.192 -2.096 1.217 0.13 0.56 -0.33
O 1.760 -0.481 -0.314 0.65 0.66 -0.56
O -2.018 -3.573 1.949 0.16 0.25 0.13
O -3.808 -1.083 -1.841 0.15 0.17 -0.29
O 3.028 1.941 -0.453 -0.96 0.42 -0.38
C 1.633 2.922 -2.172 0.04 -0.73 -2.36
C -3.483 0.300 -1.878 0.32 -0.39 0.16
C -1.741 -2.337 2.604 -1.08 0.33 -0.42
C 2.753 -0.705 3.258 -0.39 0.78 -0.54
C -2.165 0.602 -2.589 -1.14 -0.40 -0.46
C -0.975 -1.425 1.673 0.32 -0.12 0.27
C 2.007 2.841 -0.656 1.16 -0.05 2.45
H 2.629 -0.176 1.328 0.03 -0.36 0.54
H 1.026 0.140 -0.367 -0.57 -0.43 -0.26
H -0.718 -0.501 2.213 0.05 -0.15 0.13
H -1.628 -1.097 0.851 0.05 -0.32 -0.13
H 0.391 1.400 -2.178 -0.20 0.11 -0.45
H 2.602 1.040 -0.295 0.47 -0.68 -0.04
H -2.037 -0.064 -3.447 -0.15 -0.08 0.09
H -3.077 -1.569 -1.444 -0.13 0.00 0.17
H -2.269 1.598 -3.030 0.73 0.22 0.52
H 0.874 3.682 -2.368 -0.16 0.16 0.82
H -2.701 -1.822 2.768 0.18 0.02 0.27
H 2.529 3.209 -2.721 0.10 -0.12 0.12
H -4.282 0.817 -2.408 -0.09 -0.19 0.01
H -2.789 -3.942 2.388 0.04 -0.19 -0.08
H -1.270 -2.479 3.578 0.34 -0.07 -0.13
H 1.675 -0.745 3.434 0.05 -0.26 0.14
H 1.135 2.589 -0.045 -0.19 -0.11 -0.32
H -0.585 -0.377 -1.951 -0.22 -0.12 0.07
H 3.222 -0.218 4.108 0.10 -0.28 0.09
H 2.424 3.805 -0.343 -0.22 0.22 -0.49
H -3.445 0.677 -0.850 0.08 0.28 -0.13
H 0.780 -1.427 0.805 -0.28 -0.55 0.33
H 3.145 -1.704 3.080 0.08 -0.02 0.12
```
Forces are in eV/Å.

Summary:
Electronic energy in hartree: -1009.8164
Expectation value of S²: 2.006
2S+1: 3
Kohn-Sham gap (alpha / beta) in eV: 7.771 / 3.978
Charge: +1

In elementary charge units, the natural (NBO) charges are: 0.858 -0.604 -0.766 -0.761 -0.748 -1.197 -0.716 -0.700 -0.342 -0.054 -0.093 -0.082 -0.244 -0.112 -0.081 -0.114 0.472 0.459 0.164 0.146 0.505 0.527 0.192 0.463 0.192 0.238 0.165 0.228 0.200 0.474 0.175 0.163 0.220 0.480 0.192 0.269 0.177 0.481 0.175

***

no.,maximum force (eV/A)
1,1.7
2,2.7